Density functional theory data (wB97M-V/def2-TZVPD) for a 2-piece molecular cluster, C4H13NO2 overall.

XYZ file:
```
20
Properties=species:S:1:pos:R:3:forces:R:3
C 1.728212 1.240329 1.631344 0.7 -0.7 1.2
N 0.736038 0.317371 1.137328 -0.4 0.6 0.2
C 0.416306 0.286870 -0.266802 -0.3 -0.7 -0.2
C -1.113571 0.369610 -0.581633 -0.1 -0.5 -0.9
C -1.308884 0.963544 -1.994858 0.2 -0.5 1.4
O -1.689466 -0.950743 -0.663768 0.1 0.0 0.5
H 1.841520 2.146165 1.040598 -0.2 -0.1 -0.1
H 1.457776 1.526424 2.670473 0.1 0.1 -0.6
H 2.725396 0.748452 1.725456 -0.2 0.5 -0.2
H 0.774973 -0.552095 1.635976 0.0 -0.3 -0.4
H 0.723689 -0.657672 -0.757102 0.1 0.3 0.2
H 1.009019 1.066246 -0.760238 -0.4 0.1 0.0
H -1.674445 0.922372 0.184360 0.4 0.2 -0.1
H -2.340252 0.954105 -2.326903 -0.3 0.5 0.4
H -0.859822 0.249944 -2.675272 0.8 0.3 -0.3
H -0.846621 1.954452 -1.925040 -0.2 -0.1 -0.8
H -1.395129 -1.489266 0.096266 0.0 0.5 -0.5
O 0.027775 -2.686647 0.592498 0.1 0.1 -0.2
H -0.047011 -3.273436 -0.185139 -0.1 0.1 1.0
H -0.165503 -3.136023 1.422454 0.0 -0.5 -0.5
```
Forces are in eV/Å.

Computed properties:
- E_HOMO (eV) = -8.06
- charge = 0
- energy relative to the best compared isomer or geometry (same formula, charge and spin) (kcal per mole) = 25.5
- SMILES string = CNC[C@@H](C)O.O
- Kohn-Sham gap (eV) = 8.54
- F_max (eV/Å) = 1.6

Atom charges from the Mulliken analysis, given in e for atoms 1 to 6:
1 C -0.966
2 N -0.210
3 C -0.736
4 C 0.369
5 C -1.396
6 O -0.618